Molecular formula: C19H37As2NNiO4P2S2
Method: DFT, the ωB97M-V functional and the def2-TZVPD basis

Last column: Mulliken spin population.
Cartesian coordinates (Å):
Ni1 -0.346 1.033 0.184  1.609
O1 4.407 -2.066 4.332  0.000
C1 3.613 -2.602 3.552  0.000
O2 3.313 -3.771 3.264  0.000
C2 2.775 -1.563 2.711  -0.002
C3 3.071 -1.365 1.368  0.004
C4 2.275 -0.515 0.623  0.005
N1 1.237 0.125 1.156  0.059
C5 0.985 -0.009 2.464  -0.015
C6 1.728 -0.844 3.279  0.003
C7 -0.122 0.869 3.026  -0.001
O3 -0.359 0.863 4.224  0.002
O4 -0.732 1.604 2.153  0.071
H1 3.905 -1.874 0.904  -0.001
H2 2.457 -0.356 -0.433  0.004
H3 1.467 -0.913 4.326  0.000
C8 -1.505 -2.501 0.841  0.010
P1 -1.864 -0.721 0.654  0.079
C9 -2.998 -0.422 2.059  0.012
C10 -3.019 -0.720 -0.796  0.004
C11 -3.105 0.683 -1.409  0.017
P2 -1.414 1.302 -1.842  0.019
C12 -1.772 3.009 -2.399  0.007
C13 -1.140 0.463 -3.443  0.011
H4 -2.437 -3.067 0.868  0.004
H5 -0.950 -2.666 1.766  0.000
H6 -0.889 -2.826 0.005  -0.001
H7 -3.745 -1.213 2.117  0.003
H8 -3.486 0.546 1.940  -0.002
H9 -2.423 -0.390 2.985  0.000
H10 -4.002 -1.078 -0.488  0.000
H11 -2.605 -1.425 -1.523  -0.001
H12 -3.531 1.382 -0.682  0.000
H13 -3.733 0.697 -2.303  -0.002
H14 -2.702 3.047 -2.966  0.001
H15 -0.944 3.359 -3.015  0.000
H16 -1.832 3.658 -1.529  -0.001
H17 -1.922 0.750 -4.147  0.003
H18 -1.137 -0.615 -3.294  -0.001
H19 -0.164 0.745 -3.837  0.000
C14 2.874 -2.908 -4.426  0.000
As1 1.820 -3.598 -2.950  0.000
C15 3.062 -4.532 -1.796  0.000
C16 0.722 -4.971 -3.776  0.000
S1 0.746 -2.125 -1.972  0.000
H20 3.391 -3.718 -4.939  0.000
H21 3.594 -2.191 -4.037  0.000
H22 2.204 -2.397 -5.114  0.000
H23 3.544 -5.350 -2.328  0.000
H24 2.520 -4.913 -0.932  0.000
H25 3.808 -3.822 -1.445  0.000
H26 1.359 -5.713 -4.258  0.000
H27 0.077 -4.501 -4.516  0.000
H28 0.105 -5.450 -3.019  0.000
C17 -0.013 6.115 1.308  0.006
As2 -0.182 4.211 1.690  -0.003
C18 -2.107 4.003 1.773  0.002
C19 0.551 4.162 3.480  0.000
S2 0.782 3.266 0.059  0.095
H29 -0.656 6.678 1.985  0.001
H30 -0.294 6.328 0.278  0.000
H31 1.022 6.417 1.457  0.002
H32 -2.492 4.584 2.610  0.000
H33 -2.332 2.949 1.909  0.000
H34 -2.541 4.372 0.845  0.000
H35 0.223 5.062 4.000  0.000
H36 1.638 4.155 3.409  -0.001
H37 0.222 3.274 4.014  0.000

As for the spin multiplicity: 3. Its total energy is -232953.7028 eV. As for the molecular weight: 678.13 g/mol. The expectation value of S² is 2.01. As for the HOMO energy (alpha / beta): -7.0 / -7.0 eV. For the HOMO-LUMO gap (alpha / beta), the calculation gives 7.007 / 6.162 eV.